Record 1
{"formula": "C25H29N3P2W", "method": "wB97M-V/def2-TZVPD", "s_squared": 2.013, "total_charge": 2, "multiplicity": 3, "lumo_energy_ha": [-0.2791, -0.2919], "de_lowest_kcal_mol": 16.56, "energy_ev": -51248.0836, "gap_ha": [0.1839, 0.1717], "homo_ev": [-12.60, -12.62], "symbols": ["C", "C", "C", "C", "C", "C", "C", "C", "C", "C", "C", "C", "C", "H", "H", "H", "H", "H", "H", "H", "N", "W", "C", "H", "H", "C", "H", "H", "P", "P", "C", "H", "H", "H", "C", "H", "H", "H", "C", "H", "H", "H", "C", "H", "H", "H", "H", "H", "N", "C", "C", "C", "C", "C", "N", "C", "H", "H", "H", "H"], "positions_angstrom": [[4.20085, -1.07038, -1.39490], [2.80638, -1.22468, -1.41251], [2.23243, -2.25742, -0.53486], [3.02692, -2.66736, 0.61038], [4.43320, -2.56018, 0.49298], [5.01792, -1.81304, -0.51299], [2.35896, -3.38218, 1.60759], [0.97296, -3.55606, 1.55004], [0.31613, -3.11234, 0.33306], [-1.14876, -2.99106, 0.38352], [-1.82882, -3.69823, 1.38626], [-1.13575, -4.45625, 2.34779], [0.23513, -4.36186, 2.44138], [4.69565, -0.38675, -2.09664], [5.04919, -3.13396, 1.17827], [6.10416, -1.76856, -0.62528], [2.91900, -3.77837, 2.44768], [-2.92350, -3.68909, 1.42768], [-1.69856, -5.09068, 3.02679], [0.78273, -4.94450, 3.16936], [1.14598, -3.09894, -0.78531], [-0.28601, 1.42755, 0.06179], [1.88924, -0.38228, -2.32916], [1.02062, -1.00826, -2.59666], [2.41669, -0.10287, -3.26259], [-1.86846, -2.14432, -0.67195], [-1.29035, -2.20680, -1.61249], [-2.88032, -2.55887, -0.88282], [1.19855, 1.24400, -1.66467], [-1.99987, -0.20961, -0.33615], [-3.39910, -0.23998, 0.84738], [-3.52118, 0.76004, 1.27829], [-4.34077, -0.52581, 0.34988], [-3.18044, -0.95098, 1.65403], [-2.91370, 0.29936, -1.88561], [-3.92379, -0.15330, -1.92628], [-3.03771, 1.39222, -1.87820], [-2.36488, 0.01948, -2.80084], [2.65725, 2.23081, -1.52812], [2.96889, 2.46237, -2.54187], [2.45267, 3.15035, -0.99195], [3.43015, 1.68171, -1.00433], [0.36934, 1.94781, -3.11619], [-0.15408, 2.87119, -2.85769], [1.16984, 2.19238, -3.82233], [-0.33942, 1.25755, -3.58442], [1.18623, 1.40642, 0.77213], [0.69513, 0.18012, 0.70304], [-4.34319, 3.34984, 4.29647], [-3.51330, 3.63111, 3.50780], [-2.49738, 3.88516, 2.49201], [-2.42084, 5.06244, 1.73703], [-1.52796, 5.19918, 0.67767], [-0.72680, 4.13196, 0.33400], [-0.71354, 3.05556, 1.18106], [-1.60118, 2.86342, 2.20680], [-3.10137, 5.86400, 1.98482], [-1.43257, 6.10917, 0.08758], [-0.07582, 4.00264, -0.54648], [-1.56275, 1.84713, 2.62871]]}

***

Record 2
{"formula": "C11H23P2Zn", "method": "wB97M-V/def2-TZVPD", "total_charge": -1, "lumo_energy_ha": 0.1108, "energy_ev": -78772.0866, "gap_ha": 0.1356, "homo_ev": -0.67, "symbols": ["C", "C", "C", "C", "C", "Zn", "P", "H", "H", "H", "H", "H", "H", "H", "H", "C", "C", "P", "C", "C", "C", "C", "H", "H", "H", "H", "H", "H", "H", "H", "H", "H", "H", "H", "H", "H", "H"], "positions_angstrom": [[-1.43389, 1.93131, -2.04786], [-1.00457, 2.39584, -3.35018], [0.15221, 3.24557, -3.14278], [0.52817, 3.07057, -1.74714], [-0.58331, 2.43219, -1.08604], [0.84962, 1.37756, -2.99482], [-0.48050, -1.18015, -2.64966], [-2.29953, 1.30913, -1.84441], [-1.57752, 2.39088, -4.27082], [0.51537, 4.04581, -3.78701], [-0.74519, 2.40538, -0.00776], [1.33345, 3.60699, -1.25027], [0.31237, -2.36800, -2.63841], [-1.25117, -1.51216, -3.79730], [-1.48676, -1.62724, -1.71587], [1.96755, -2.46122, 0.15990], [0.55348, -2.14321, 0.65280], [0.18430, -0.32798, 0.56211], [-1.54387, -0.18048, 1.21677], [-1.83771, -0.86310, 2.54936], [1.15941, 0.43135, 1.94047], [1.57259, -0.47150, 3.10551], [2.08526, -2.19933, -0.89781], [2.15914, -3.53725, 0.25167], [2.74356, -1.93980, 0.73317], [-0.18515, -2.63240, 0.00081], [0.38668, -2.52211, 1.67163], [-1.75530, 0.89926, 1.28950], [-2.19952, -0.56918, 0.42244], [-1.39401, -0.32867, 3.39668], [-2.92220, -0.87566, 2.71072], [-1.49677, -1.90334, 2.58042], [2.05011, 0.85418, 1.43954], [0.57347, 1.29523, 2.30228], [2.03905, -1.40614, 2.76576], [2.30750, 0.07081, 3.71615], [0.72370, -0.71312, 3.76043]]}

***

Record 3
{"formula": "C2H4N4", "method": "wB97M-V/def2-TZVPD", "smiles": "Nc1cn[nH]n1", "total_charge": 0, "lumo_energy_ha": 0.0428, "de_lowest_kcal_mol": 21.38, "energy_ev": -8098.3869, "gap_ha": 0.3634, "homo_ev": -8.72, "symbols": ["N", "C", "N", "N", "N", "C", "H", "H", "H", "H"], "positions_angstrom": [[1.79377, -0.33471, 0.22673], [0.42508, -0.08382, 0.08473], [-0.41644, -1.10599, -0.04772], [-1.60519, -0.52052, -0.14710], [-1.62314, 0.78153, -0.09742], [-0.35137, 1.11936, 0.08229], [2.40789, 0.32009, -0.23568], [2.04459, -1.28900, -0.01785], [-2.46973, -1.02064, -0.26020], [-0.20546, 2.13371, 0.41221]]}

***

Record 4
{"formula": "C5H33N2O10", "method": "wB97M-V/def2-TZVPD", "total_charge": 1, "lumo_energy_ha": -0.1058, "de_lowest_kcal_mol": 76.74, "energy_ev": -29169.3109, "gap_ha": 0.3063, "homo_ev": -11.21, "symbols": ["C", "C", "C", "C", "C", "N", "N", "H", "H", "H", "H", "H", "H", "H", "H", "H", "H", "H", "H", "H", "H", "H", "O", "H", "H", "O", "H", "H", "O", "H", "H", "O", "H", "H", "O", "H", "H", "O", "H", "H", "O", "H", "H", "O", "H", "H", "O", "H", "H", "O"], "positions_angstrom": [[-1.11995, -1.69439, -0.12831], [-2.38142, -0.87349, -0.42995], [-2.12655, 0.56582, -0.98732], [-3.18255, 1.33336, -1.20524], [-0.41321, 2.21604, -1.54569], [-0.78022, 0.80582, -1.40714], [-0.29341, -0.97347, 0.88383], [-0.54296, -1.88658, -1.04374], [-1.59325, -2.58661, 0.33913], [-2.96537, -1.34463, -1.22671], [-3.00398, -0.84369, 0.46783], [-3.28689, 2.28556, -1.71510], [-4.17209, 0.96359, -0.98030], [0.68701, 2.44039, -1.49981], [-0.80017, 2.79690, -0.71415], [-0.48846, 2.58440, -2.58049], [-0.54477, 0.03629, -2.01866], [-0.88961, -0.72625, 1.73934], [0.42998, -1.62206, 1.23078], [0.10458, -0.15249, 0.42362], [0.64233, -2.20672, -3.45464], [-0.68892, -2.90068, -3.84757], [-0.31745, -2.10680, -3.44330], [4.28760, -1.08349, 2.69424], [3.28681, -2.00653, 1.86648], [3.41337, -1.48455, 2.65311], [0.78929, 3.00814, 1.71905], [1.95374, 2.99747, 2.50422], [1.14959, 3.55660, 2.44037], [-0.79500, 3.24370, 3.58587], [-1.00162, 2.01100, 4.44099], [-1.28426, 2.40686, 3.60511], [-1.69767, 1.15148, 2.67755], [-2.50194, -0.07114, 3.25004], [-1.68211, 0.14747, 2.78104], [4.02955, -0.35443, -0.47994], [2.60060, -0.75506, -0.99031], [3.12451, -0.50147, -0.19965], [0.92152, -3.35387, 3.16857], [1.93078, -2.29082, 3.26223], [1.06506, -2.45082, 2.86429], [-2.27137, 0.04197, -4.11198], [-1.09104, -0.78537, -4.33197], [-1.36802, 0.15638, -4.44903], [3.15538, -1.35634, -2.94128], [2.16467, -0.31925, -3.37745], [2.33155, -0.94665, -2.65421], [2.19483, 0.41695, 1.03761], [1.34237, 1.39482, 0.62789], [1.67917, 1.11666, 1.50076]]}

***

Record 5
{"formula": "C7H19O15P2V2", "method": "wB97M-V/def2-TZVPD", "total_charge": 1, "lumo_energy_ha": -0.2305, "de_lowest_kcal_mol": 0.00, "energy_ev": -108229.1150, "gap_ha": 0.2372, "homo_ev": -12.73, "symbols": ["O", "V", "O", "O", "V", "O", "O", "C", "O", "O", "H", "C", "O", "P", "O", "O", "C", "O", "C", "H", "H", "H", "H", "H", "H", "H", "H", "H", "C", "O", "P", "O", "O", "C", "O", "C", "H", "H", "H", "H", "H", "H", "H", "H", "H"], "positions_angstrom": [[0.39957, -2.90068, -4.24696], [-1.18498, -3.07279, -3.92871], [-1.38250, -3.11901, -2.34654], [1.12804, -1.05519, -2.06459], [0.45072, 0.37311, -2.48927], [1.28952, 1.04728, -3.58076], [-3.15075, 0.28063, -4.41952], [-2.00933, 0.30441, -3.73437], [-1.20282, -0.61354, -3.74364], [-1.60599, 1.32689, -3.19880], [-3.60585, 0.98468, -3.95175], [2.69218, -0.42437, 2.35623], [2.20128, -0.09425, 1.04347], [2.10857, 1.47554, 0.47096], [1.32630, 1.75104, -0.78758], [3.61667, 1.96813, 0.49695], [4.48068, 1.63608, -0.56869], [1.53314, 2.18687, 1.76475], [0.84968, 3.46847, 1.73208], [1.83444, -0.82344, 2.89765], [2.89086, 0.46824, 2.94942], [3.46591, -1.19201, 2.34370], [5.24213, 1.08122, -0.02060], [4.94985, 2.47746, -1.07867], [4.12866, 0.83874, -1.22323], [-0.09292, 3.31379, 2.25712], [0.80791, 3.71401, 0.67092], [1.55302, 4.16540, 2.18783], [-1.98357, 0.13992, 2.90453], [-1.27546, 0.45300, 1.75493], [-1.31534, -0.70605, 0.61444], [-1.01444, -0.25382, -0.78228], [-0.28171, -1.78854, 1.33769], [-0.15820, -3.12213, 0.77407], [-2.76035, -1.42467, 0.75836], [-3.98460, -0.73827, 0.34770], [-2.26882, -0.90433, 3.03204], [-2.94885, 0.62844, 3.03749], [-1.38743, 0.24837, 3.81060], [0.59207, -3.05537, -0.01380], [-1.12487, -3.29767, 0.30202], [0.06742, -3.97037, 1.42035], [-4.34001, -1.32640, -0.49839], [-3.87647, 0.33703, 0.20577], [-4.65339, -0.78586, 1.20709]]}

***

Record 6
{"formula": "CH6O2Si", "method": "wB97M-V/def2-TZVPD", "total_charge": 0, "lumo_energy_ha": -0.0110, "de_lowest_kcal_mol": 103.39, "energy_ev": -13104.5861, "gap_ha": 0.3221, "homo_ev": -9.06, "symbols": ["C", "O", "O", "Si", "H", "H", "H", "H", "H", "H"], "positions_angstrom": [[-1.98210, -0.81557, -0.20638], [0.35703, 0.41559, -0.26702], [2.46802, 1.88705, 0.86015], [1.85735, 0.74922, -0.04498], [-3.33092, -1.98553, -0.31306], [-2.53904, -0.07251, -0.76548], [-1.03303, -1.31528, -0.67548], [-2.14899, -0.73687, 0.80277], [3.39994, 2.11450, 0.90814], [2.95176, -0.24058, -0.29864]]}